The following is a DFT calculation (ωB97M-V/def2-TZVPD) of a 11-piece molecular cluster, C37H77Br2ClFNO13P overall in a non-equilibrium geometry.

Last column: Löwdin charge in e.
Geometry (Å):
C (2.5790, 5.6358, 0.6931)  -0.1665
C (1.5372, 4.5406, 0.0487)  -0.6430
Br (2.2734, 4.1009, -1.8016)  0.5807
C (0.0102, 5.1003, -0.1861)  -0.2212
C (-1.1791, 4.1084, 0.3522)  -0.0398
C (-1.2666, 3.7993, 1.9598)  0.0425
C (-0.2082, 4.3862, 3.1041)  -0.1876
O (0.0753, 5.6955, 3.2546)  0.0374
O (0.3912, 3.3334, 3.9899)  -0.0785
C (1.3473, 2.5128, 3.2300)  -0.1749
C (2.9541, 2.9037, 3.4119)  0.0277
C (4.1054, 2.0698, 2.5605)  -0.0336
C (3.7269, 0.8365, 1.5172)  -0.0137
C (2.1261, 0.4076, 1.3518)  -0.0182
C (0.9895, 1.2692, 2.2232)  -0.0108
C (-2.4641, 2.8272, 2.5158)  0.0972
C (-3.5486, 2.1464, 1.4562)  -0.0474
C (-4.7007, 1.1785, 2.1281)  -0.2361
C (-6.2273, 1.8562, 2.0733)  -0.0626
F (-4.6817, -0.2280, 1.6116)  -0.1176
N (-3.4103, 2.4375, -0.0386)  -0.2455
P (-4.6180, 1.5943, -1.1036)  0.6805
O (-3.6170, 0.4732, -2.0493)  -0.3594
Cl (-5.6489, 2.9667, -2.3539)  0.1900
C (-2.3186, 3.3699, -0.6043)  -0.3958
Br (-2.1395, 3.7515, -2.5944)  0.7091
H (3.6922, 5.2107, 0.6628)  0.0635
H (2.3569, 5.8958, 1.8342)  0.0879
H (2.6165, 6.6571, 0.1045)  0.0986
H (1.5028, 3.5073, 0.6168)  0.0754
H (-0.0752, 5.4105, -1.3154)  0.0715
H (-0.0865, 6.1073, 0.4367)  0.1398
H (3.2707, 3.7667, 4.1366)  0.1051
H (5.2165, 2.4229, 2.7157)  0.0903
H (4.5862, 0.2896, 0.9010)  0.0802
H (1.8217, -0.4684, 0.6028)  0.0846
H (-0.1362, 0.9319, 2.0590)  0.0728
H (-2.5345, 2.6040, 3.6819)  0.1397
H (-4.4649, 1.0814, 3.2944)  0.1596
H (-6.2037, 2.9945, 1.7546)  0.1005
H (-6.6690, 1.8545, 3.1824)  0.0834
H (-6.9694, 1.2044, 1.4360)  0.1051
H (-3.4407, -0.2783, -1.3852)  0.0399
C (-6.2351, -3.7120, 0.4847)  -0.0854
C (-6.9586, -2.9879, 1.6012)  -0.3277
O (-8.2448, -2.5785, 1.1602)  -0.0859
H (-6.1326, -3.0635, -0.3914)  0.0785
H (-5.2398, -4.0304, 0.8071)  0.0578
H (-6.8006, -4.5931, 0.1643)  0.0770
H (-6.4014, -2.0962, 1.9034)  0.0931
H (-7.0766, -3.6342, 2.4763)  0.1027
H (-8.7346, -3.3783, 0.9022)  0.0910
C (7.0651, -2.0652, -1.7258)  -0.0875
C (6.1734, -1.6975, -0.5580)  -0.3279
O (5.0891, -0.8988, -1.0083)  -0.1146
H (7.4516, -1.1644, -2.2134)  0.0805
H (7.9086, -2.6774, -1.3948)  0.0775
H (6.5021, -2.6206, -2.4831)  0.0700
H (6.7341, -1.1239, 0.1861)  0.1111
H (5.7725, -2.5928, -0.0731)  0.1110
H (4.5926, -1.4203, -1.6622)  0.0715
C (6.7506, 6.8762, -1.4547)  -0.0794
C (6.0827, 6.9481, -0.0972)  -0.3052
O (5.4396, 5.7157, 0.1929)  -0.1400
H (6.0146, 6.6548, -2.2344)  0.0794
H (7.2473, 7.8203, -1.6954)  0.0788
H (7.4924, 6.0712, -1.4792)  0.0784
H (5.3269, 7.7391, -0.0838)  0.1172
H (6.8141, 7.1563, 0.6896)  0.0928
H (6.1206, 5.0212, 0.1869)  0.1012
C (3.8588, -2.1147, -5.7934)  -0.0868
C (3.1502, -2.7049, -4.5918)  -0.3326
O (2.8687, -1.6845, -3.6453)  -0.1005
H (4.7921, -1.6294, -5.4896)  0.0771
H (4.0871, -2.8893, -6.5308)  0.0795
H (3.2405, -1.3464, -6.2689)  0.0737
H (3.7803, -3.4563, -4.1067)  0.1098
H (2.2096, -3.1808, -4.8855)  0.1019
H (2.3017, -1.0267, -4.0833)  0.0890
C (-8.6296, 4.3715, 5.8070)  -0.0865
C (-7.7877, 3.2075, 5.3269)  -0.3159
O (-7.2852, 3.4764, 4.0262)  -0.1466
H (-9.4645, 4.5509, 5.1218)  0.0824
H (-9.0284, 4.1781, 6.8068)  0.0804
H (-8.0376, 5.2920, 5.8356)  0.0754
H (-8.3886, 2.2945, 5.2788)  0.1198
H (-6.9433, 3.0299, 5.9998)  0.1108
H (-6.7462, 4.2841, 4.0814)  0.1010
C (0.0479, -6.5470, -4.5669)  -0.0928
C (1.3743, -6.9412, -3.9509)  -0.3209
O (2.1528, -5.7819, -3.6928)  -0.1027
H (0.2055, -5.9965, -5.5001)  0.0778
H (-0.5626, -7.4299, -4.7762)  0.0634
H (-0.5089, -5.8843, -3.8964)  0.0699
H (1.9369, -7.5854, -4.6331)  0.1158
H (1.2255, -7.4808, -3.0106)  0.1090
H (1.6481, -5.2205, -3.0795)  0.0828
C (-0.5387, -1.9626, 0.5657)  -0.0989
C (-1.8483, -2.6598, 0.2605)  -0.3080
O (-2.3712, -2.1909, -0.9737)  -0.0987
H (-0.6828, -0.8785, 0.6173)  0.0533
H (-0.1245, -2.3096, 1.5165)  0.0880
H (0.1933, -2.1491, -0.2269)  0.0747
H (-2.5838, -2.4528, 1.0436)  0.1089
H (-1.7101, -3.7432, 0.1944)  0.1173
H (-1.7144, -2.3870, -1.6637)  0.1003
C (9.8040, 6.7649, 3.7774)  -0.0940
C (9.7428, 6.4877, 2.2895)  -0.3269
O (8.7288, 5.5321, 2.0155)  -0.1029
H (10.0093, 5.8436, 4.3323)  0.0788
H (10.5840, 7.4964, 4.0060)  0.0770
H (8.8443, 7.1477, 4.1398)  0.0731
H (10.6964, 6.0847, 1.9357)  0.1161
H (9.5250, 7.4017, 1.7286)  0.1057
H (7.8849, 5.9031, 2.3257)  0.0728
C (-5.5591, -6.2237, 4.1725)  -0.0950
C (-4.2585, -5.7560, 3.5529)  -0.3336
O (-3.8786, -6.6331, 2.5028)  -0.0890
H (-5.4549, -7.2406, 4.5645)  0.0810
H (-5.8637, -5.5605, 4.9870)  0.0755
H (-6.3571, -6.2514, 3.4233)  0.0676
H (-3.4588, -5.7508, 4.2996)  0.1149
H (-4.3584, -4.7447, 3.1470)  0.0898
H (-4.5914, -6.6242, 1.8410)  0.0824
C (-1.6711, -8.2067, -8.5079)  -0.0954
C (-2.3798, -8.7969, -7.3064)  -0.3264
O (-2.6613, -7.7765, -6.3598)  -0.1024
H (-0.7379, -7.7214, -8.2042)  0.0732
H (-1.4428, -8.9813, -9.2454)  0.0760
H (-2.2895, -7.4384, -8.9835)  0.0731
H (-1.7496, -9.5483, -6.8213)  0.1136
H (-3.3203, -9.2728, -7.6001)  0.1078
H (-3.2282, -7.1187, -6.7978)  0.0896

Computed properties:
total charge: +1
Kohn-Sham gap: 5.645 eV